No. 1
The following is a quantum chemistry calculation of a 6-piece molecular cluster, C47H93ClNO21P5S2 overall, from the Open Molecules 2025 dataset.

The geometry in ORCA input format:
```
! RIJCOSX wB97M-V def2-TZVPD def2/J DEFGRID3
* xyz 0 1
C 7.603 -4.740 -0.332
C 8.765 -4.047 -1.086
C 8.168 -3.014 -2.052
C 9.211 -2.039 -2.644
C 8.551 -0.683 -2.934
C 8.555 0.247 -1.703
C 7.183 0.834 -1.374
C 6.765 1.986 -2.315
C 5.280 1.920 -2.682
C 4.370 2.361 -1.530
C 2.896 2.114 -1.847
C 1.986 2.535 -0.664
C 1.209 1.332 -0.115
C 0.128 1.740 0.901
C -1.313 1.455 0.429
C -1.577 2.050 -0.931
C -1.828 3.409 -0.976
C -2.059 4.083 -2.166
S -2.366 5.827 -2.150
C -2.033 3.364 -3.345
C -1.772 2.008 -3.304
C -1.546 1.319 -2.128
N -1.247 -0.070 -2.058
C -1.839 -0.900 -3.051
C -2.149 -2.213 -2.687
C -1.861 -2.757 -1.297
C -3.063 -2.663 -0.342
C -4.053 -3.832 -0.500
Cl -4.000 -4.908 0.936
C -2.706 -3.068 -3.619
C -2.960 -2.662 -4.915
C -2.656 -1.364 -5.303
C -2.924 -0.995 -6.754
C -3.839 0.228 -7.005
O -3.156 1.297 -7.644
C -2.100 -0.504 -4.359
S -1.695 1.149 -4.851
H 7.471 -4.263 0.639
H 7.816 -5.803 -0.233
H 6.669 -4.612 -0.877
H 9.322 -4.784 -1.666
H 9.396 -3.507 -0.382
H 7.599 -3.511 -2.838
H 7.476 -2.393 -1.471
H 10.073 -1.954 -1.981
H 9.554 -2.502 -3.574
H 9.124 -0.218 -3.739
H 7.527 -0.877 -3.255
H 8.859 -0.368 -0.848
H 9.317 1.023 -1.790
H 6.442 0.031 -1.416
H 7.214 1.203 -0.347
H 6.956 2.926 -1.794
H 7.367 1.938 -3.224
H 5.016 0.933 -3.069
H 5.138 2.643 -3.494
H 4.576 3.420 -1.366
H 4.647 1.782 -0.643
H 2.656 2.737 -2.710
H 2.733 1.055 -2.048
H 2.596 2.984 0.123
H 1.260 3.277 -1.007
H 1.956 0.716 0.395
H 0.813 0.727 -0.930
H 0.218 2.803 1.133
H 0.296 1.199 1.834
H -1.984 1.894 1.168
H -1.461 0.374 0.490
H -1.820 3.962 -0.045
H -3.134 5.969 -1.061
H -2.199 3.872 -4.285
H -1.665 -0.371 -1.189
H -1.049 -2.151 -0.889
H -1.460 -3.765 -1.404
H -3.595 -1.746 -0.605
H -2.719 -2.601 0.688
H -5.048 -3.407 -0.585
H -3.810 -4.444 -1.359
H -2.952 -4.088 -3.352
H -3.367 -3.361 -5.632
H -3.416 -1.856 -7.206
H -1.965 -0.901 -7.273
H -4.271 0.582 -6.066
H -4.636 -0.078 -7.681
H -2.213 1.234 -7.485
C -8.314 2.692 1.503
O -8.064 1.907 2.673
P -6.740 0.966 2.625
O -5.745 1.708 1.827
O -7.471 -0.218 1.764
C -8.826 -0.601 2.021
O -5.834 -0.033 3.527
C -5.430 -1.282 2.966
H -9.355 3.008 1.561
H -7.675 3.571 1.491
H -8.162 2.105 0.598
H -9.474 -0.172 1.257
H -9.170 -0.272 2.999
H -8.890 -1.688 1.967
H -5.103 -1.148 1.936
H -6.236 -2.012 3.015
H -4.597 -1.647 3.563
C 3.957 -8.313 -1.908
O 4.801 -8.349 -3.062
P 5.076 -6.912 -3.787
O 5.084 -5.917 -2.698
O 3.635 -6.970 -4.577
C 3.149 -8.188 -5.146
O 5.831 -6.137 -5.002
C 5.084 -5.262 -5.851
H 3.628 -9.337 -1.736
H 4.513 -7.968 -1.040
H 3.091 -7.675 -2.078
H 2.377 -8.608 -4.501
H 3.937 -8.928 -5.276
H 2.711 -7.962 -6.118
H 4.412 -4.638 -5.265
H 4.526 -5.823 -6.598
H 5.814 -4.635 -6.359
C -10.880 -6.749 -2.714
O -10.846 -6.152 -1.415
P -9.393 -5.620 -0.916
O -8.698 -5.144 -2.127
O -8.884 -7.103 -0.446
C -9.771 -8.020 0.202
O -8.661 -4.815 0.285
C -7.448 -5.340 0.838
H -11.809 -7.313 -2.770
H -10.882 -5.983 -3.485
H -10.036 -7.423 -2.856
H -10.094 -8.778 -0.513
H -10.650 -7.526 0.611
H -9.228 -8.508 1.010
H -6.784 -5.690 0.051
H -7.657 -6.143 1.542
H -6.969 -4.526 1.377
C -0.342 3.490 4.684
O 0.115 4.351 3.645
P 1.726 4.812 3.693
O 2.211 3.498 4.238
O 1.448 5.927 4.857
C 0.394 6.888 4.701
O 3.279 5.327 3.391
C 3.998 5.884 4.494
H -1.431 3.548 4.677
H -0.040 2.464 4.489
H 0.034 3.815 5.655
H -0.451 6.587 5.318
H 0.067 6.968 3.665
H 0.748 7.860 5.040
H 3.836 5.295 5.396
H 3.712 6.922 4.664
H 5.054 5.852 4.234
C 0.864 6.992 9.157
O 1.253 7.856 8.092
P 2.860 8.339 8.049
O 3.381 7.039 8.599
O 2.613 9.455 9.221
C 1.568 10.428 9.095
O 4.401 8.852 7.685
C 5.200 9.443 8.704
H -0.225 7.038 9.209
H 1.167 5.970 8.949
H 1.287 7.325 10.104
H 0.727 10.136 9.723
H 1.221 10.530 8.068
H 1.950 11.388 9.438
H 5.112 8.878 9.631
H 4.926 10.485 8.867
H 6.229 9.407 8.349
*
```

Its maximum force is 0.1580 hartree/bohr. For the lowest unoccupied orbital energy, the calculation gives -2.262 eV. The value obtained for the energy is -6444.6774 Eh. The calculation puts the HOMO-LUMO gap at 5.11 eV. Its SMILES is CCCCCCCCCCCCCCCc1cc(S)cc2c1Nc1c(CCCCl)ccc(CCO)c1S2.COP(=O)(OC)OC.COP(=O)(OC)OC.COP(=O)(OC)OC.COP(=O)(OC)OC.COP(=O)(OC)OC.

***

No. 2
The following is a quantum chemistry calculation of a 2-piece molecular cluster, C9H13P overall, from the Open Molecules 2025 dataset.

The geometry in ORCA input format:
```
! RIJCOSX wB97M-V def2-TZVPD def2/J DEFGRID3
* xyz 0 3
C -0.362 -1.247 0.351
C 1.059 -0.892 -1.927
C 0.976 -1.465 0.454
C 1.734 -1.324 -0.805
C -1.721 1.843 -1.878
C -1.152 0.779 -1.343
C 1.515 -1.641 1.873
C 3.264 -1.271 -0.790
C -3.542 2.268 1.693
P -0.713 -0.856 -1.434
H -2.957 2.056 2.497
H 1.433 -0.608 -2.907
H -2.520 1.721 -2.728
H -1.522 2.867 -1.689
H 1.964 -2.655 2.127
H 0.632 -1.513 2.470
H 2.360 -1.045 2.300
H 3.534 -0.939 -1.771
H 3.581 -2.374 -0.671
H 3.570 -0.659 0.101
H -3.478 3.282 1.306
H -4.576 1.979 1.916
H -3.077 1.694 0.856
*
```

Its maximum force is 0.0670 hartree/bohr. For the lowest unoccupied orbital energy (alpha / beta), the calculation gives 0.521 / -1.407 eV. The value obtained for the energy relative to the best compared isomer or geometry (same formula, charge and spin) is 0.166 eV. The value obtained for the energy is -691.8142 Eh. The calculation puts the HOMO-LUMO gap (alpha / beta) at 7.58 / 7.28 eV.

***

No. 3
The following is a quantum chemistry calculation of a 2-piece molecular cluster, C16H26FN2O5PS overall, from the Open Molecules 2025 dataset.

The geometry in ORCA input format:
```
! RIJCOSX wB97M-V def2-TZVPD def2/J DEFGRID3
* xyz 0 1
C 2.796 -4.562 1.439
C 2.849 -3.000 0.955
C 1.869 -2.821 -0.322
F 1.762 -4.160 -0.922
C 0.406 -2.429 0.190
C -0.747 -3.482 0.014
C -2.191 -3.144 0.550
N -3.316 -4.055 0.481
S -4.543 -3.139 1.239
N -3.885 -1.603 1.707
C -2.517 -1.767 1.242
C -1.326 -0.754 1.383
C 0.138 -1.042 0.883
C 1.215 0.105 1.171
C 2.201 0.445 -0.057
C 3.711 0.275 0.466
O 4.617 -0.356 -0.480
C 5.831 -0.633 0.306
H 1.714 -4.964 1.476
H 3.217 -4.562 2.518
H 3.419 -5.213 0.725
H 3.913 -2.660 0.721
H 2.448 -2.397 1.843
H 2.290 -2.154 -1.146
H -0.602 -4.513 -0.450
H -1.531 0.258 1.897
H 1.755 -0.177 2.150
H 0.621 1.069 1.423
H 2.064 1.576 -0.279
H 1.961 -0.094 -1.034
H 3.794 -0.326 1.456
H 4.147 1.327 0.706
H 5.782 -1.645 0.848
H 6.780 -0.617 -0.339
H 5.944 0.165 1.139
C -3.884 4.241 -3.786
O -3.044 3.533 -2.885
P -3.550 3.357 -1.376
O -4.864 3.963 -1.057
O -2.323 3.916 -0.508
C -2.031 5.299 -0.627
O -3.449 1.778 -1.157
C -3.771 1.285 0.136
H -3.826 5.312 -3.580
H -3.534 4.057 -4.802
H -4.918 3.901 -3.706
H -2.942 5.898 -0.557
H -1.535 5.489 -1.582
H -1.358 5.584 0.183
H -4.845 1.377 0.314
H -3.219 1.829 0.907
H -3.493 0.234 0.185
*
```

Its maximum force is 0.1199 hartree/bohr. For the lowest unoccupied orbital energy, the calculation gives -1.318 eV. The value obtained for the energy is -1950.2168 Eh. The calculation puts the HOMO-LUMO gap at 7.28 eV. Its SMILES is CC[C@@H](F)c1cc2nsnc2cc1CCCOC.COP(=O)(OC)OC.

***

No. 4
The following is a quantum chemistry calculation of C33H75N3O9 as an isolated structure, from the Open Molecules 2025 dataset.

The geometry in ORCA input format:
```
! RIJCOSX wB97M-V def2-TZVPD def2/J DEFGRID3
* xyz 0 1
C -5.306 -2.103 1.883
C -5.471 -1.959 0.408
C -5.946 -0.520 0.010
C -4.724 0.401 0.170
C -3.588 -0.031 -0.765
C -3.019 -1.480 -0.467
N -4.278 -2.345 -0.454
O -3.945 -3.701 -0.280
C -2.133 -1.907 -1.692
C -2.298 -1.454 0.850
C -6.639 -3.010 -0.034
H -4.399 -1.811 2.411
H -5.520 -3.142 2.133
H -6.003 -1.515 2.481
H -6.372 -0.459 -0.992
H -6.791 -0.166 0.600
H -4.444 0.415 1.223
H -4.844 1.480 0.072
H -2.788 0.640 -0.453
H -3.960 0.168 -1.770
H -2.682 -2.017 -2.626
H -1.325 -1.176 -1.646
H -1.795 -2.939 -1.604
H -2.357 -2.491 1.182
H -1.236 -1.254 0.704
H -2.610 -0.686 1.558
H -6.662 -3.211 -1.105
H -7.628 -2.660 0.264
H -6.501 -3.985 0.432
H -4.430 -4.090 -1.012
C 2.085 3.811 -1.570
C 3.502 3.925 -1.981
C 4.182 4.684 -0.821
C 4.676 3.883 0.432
C 5.387 2.662 -0.124
C 4.656 1.693 -1.019
N 4.163 2.535 -2.156
O 3.610 1.770 -3.176
C 5.720 0.693 -1.624
C 3.503 0.962 -0.319
C 3.558 4.819 -3.249
H 1.609 4.773 -1.383
H 1.948 3.217 -0.666
H 1.562 3.396 -2.432
H 5.119 5.042 -1.249
H 3.693 5.560 -0.395
H 3.887 3.548 1.106
H 5.408 4.470 0.987
H 6.064 2.116 0.532
H 6.187 3.038 -0.762
H 6.671 1.091 -1.978
H 5.924 -0.100 -0.903
H 5.306 0.105 -2.443
H 3.784 0.003 0.115
H 2.993 1.532 0.459
H 2.743 0.763 -1.075
H 2.952 4.544 -4.113
H 4.544 4.778 -3.712
H 3.420 5.872 -3.002
H 2.727 1.597 -2.841
C 1.673 -4.254 1.140
C 0.708 -3.072 0.724
C -0.561 -3.263 1.565
C -0.360 -2.958 3.034
C 0.113 -1.417 3.193
C 1.449 -1.102 2.375
N 1.311 -1.748 1.009
O 2.353 -1.418 0.151
C 1.737 0.425 2.263
C 2.691 -1.726 3.073
C 0.267 -3.356 -0.774
H 1.684 -4.391 2.221
H 2.670 -3.868 0.929
H 1.532 -5.222 0.658
H -1.474 -2.811 1.176
H -0.828 -4.319 1.519
H 0.383 -3.597 3.512
H -1.295 -3.090 3.579
H 0.409 -1.289 4.235
H -0.743 -0.757 3.055
H 1.826 0.716 3.310
H 2.741 0.667 1.916
H 0.980 0.888 1.630
H 3.514 -1.011 3.057
H 2.481 -1.901 4.128
H 2.940 -2.763 2.849
H -0.423 -2.557 -1.048
H -0.005 -4.405 -0.889
H 1.074 -3.222 -1.494
H 3.086 -1.740 0.680
C -2.197 0.619 2.874
C -0.973 1.423 2.849
O -0.422 1.598 1.556
O -2.368 -0.004 4.141
H -1.949 -0.210 2.212
H -3.054 1.158 2.470
H -0.260 0.803 3.392
H -1.121 2.301 3.478
H 0.216 2.307 1.449
H -2.410 -0.956 4.031
C 0.813 1.165 -0.299
C 0.008 -0.153 -0.434
O -1.276 0.130 0.033
O 1.125 1.796 -1.523
H 1.704 0.924 0.282
H 0.269 1.924 0.263
H 0.419 -0.962 0.170
H -0.176 -0.397 -1.481
H -1.412 -0.099 0.956
H 0.419 1.498 -2.101
C -1.688 1.654 -4.414
C -0.386 1.726 -3.584
O -0.207 0.792 -2.548
O -1.573 0.597 -5.316
H -1.792 2.583 -4.974
H -2.679 1.621 -3.962
H -0.328 2.728 -3.158
H 0.449 1.680 -4.283
H -1.020 0.734 -2.041
H -1.953 -0.195 -4.929
*
```

Its maximum force is 0.2409 hartree/bohr. For the lowest unoccupied orbital energy, the calculation gives 0.450 eV. The value obtained for the energy relative to the best compared isomer or geometry (same formula, charge and spin) is 24.134 eV. The value obtained for the energy is -2142.7238 Eh. The calculation puts the HOMO-LUMO gap at 7.78 eV.

***

No. 5
The following is a quantum chemistry calculation of the molecule C3H6N2OS2, from the Open Molecules 2025 dataset.

The geometry in ORCA input format:
```
! RIJCOSX wB97M-V def2-TZVPD def2/J DEFGRID3
* xyz 0 1
C -1.899 1.233 0.757
C -0.569 0.812 0.126
C -0.278 -0.634 0.135
H -2.666 1.105 -0.020
H -2.179 0.674 1.675
H -1.841 2.331 0.902
H -1.102 -2.462 0.090
H -3.223 -1.041 -0.275
H 2.947 -1.796 0.095
N -1.385 -1.474 0.228
N 0.870 -1.253 0.136
O -2.373 -1.176 -0.780
S 0.532 1.878 -0.393
S 2.413 -0.552 0.088
*
```

Its maximum force is 0.0411 hartree/bohr. For the lowest unoccupied orbital energy, the calculation gives -0.908 eV. The value obtained for the energy relative to the best compared isomer or geometry (same formula, charge and spin) is 3.868 eV. The value obtained for the energy is -1098.9318 Eh. The calculation puts the HOMO-LUMO gap at 7.57 eV. Its SMILES is CC(=S)/C(=N\S)NO.

***

No. 6
The following is a quantum chemistry calculation of a 2-piece molecular cluster, C5H13N2 overall, from the Open Molecules 2025 dataset.

The geometry in ORCA input format:
```
! RIJCOSX wB97M-V def2-TZVPD def2/J DEFGRID3
* xyz 1 1
C -1.641 0.150 -1.251
C -1.644 -1.689 -0.842
C -0.911 -0.640 -0.054
C 2.302 1.675 1.105
C 1.119 1.760 0.250
N 3.284 0.320 1.201
N -2.965 -1.778 -0.415
H -1.237 -0.157 -2.223
H -1.414 1.127 -0.902
H -2.746 -0.015 -1.277
H -1.078 -2.276 -1.584
H 0.154 -0.526 -0.109
H -1.431 -0.250 0.764
H 0.317 2.336 0.649
H 2.199 1.535 2.147
H -3.253 -2.784 -0.293
H 3.746 -0.089 0.418
H 2.690 -0.423 1.583
H 3.072 2.337 0.895
H 1.400 1.858 -0.823
*
```

Its maximum force is 0.1107 hartree/bohr. For the lowest unoccupied orbital energy, the calculation gives -8.077 eV. The value obtained for the energy relative to the best compared isomer or geometry (same formula, charge and spin) is 10.734 eV. The value obtained for the energy is -307.2271 Eh. The calculation puts the HOMO-LUMO gap at 3.73 eV.

***

- Look up the energy of the fifth one.
  -1098.9318 Eh